DFT (ωB97M-V/def2-TZVPD) results for 33 unconnected molecules or ions with the total composition H66O33 in a non-equilibrium geometry.

```
99
Properties=species:S:1:pos:R:3:forces:R:3:lowdin_charge:R:1
O 4.939 -4.364 17.503 1.29 -0.63 0.23 -0.05
O 5.118 -0.032 22.061 -0.10 0.44 0.27 -0.05
O 5.752 -7.976 17.600 0.18 0.11 -0.31 -0.06
O 11.040 -2.132 23.131 -0.32 -0.54 -0.29 -0.06
O 8.876 -0.602 24.526 -0.10 -0.95 -0.66 -0.06
O 3.575 -5.617 19.681 0.00 0.10 -0.99 -0.08
O 11.961 -1.710 18.913 0.33 0.27 -0.08 -0.04
O 6.401 2.527 22.256 0.25 -0.41 -0.12 -0.07
O 8.633 1.048 22.435 0.63 -0.34 -0.20 -0.06
O 8.155 -4.190 22.105 1.47 0.28 0.55 -0.03
O 9.490 -2.794 16.525 -0.61 0.37 0.12 -0.08
O 10.740 -0.349 20.935 0.28 -0.29 0.75 -0.09
O 8.744 -0.913 14.511 -0.64 -0.98 0.15 -0.05
O 6.086 -2.339 21.145 0.82 -0.67 0.18 -0.07
O 7.086 -2.829 24.325 0.03 0.11 -0.28 -0.06
O 3.866 0.386 18.630 -0.36 -0.07 0.30 -0.08
O 8.530 -6.849 16.578 -0.39 -0.26 -0.35 -0.05
O 7.015 -2.359 18.417 0.51 -0.24 0.39 -0.06
O 3.456 -3.208 20.933 0.09 0.14 0.78 -0.06
O 2.023 -3.754 17.529 -0.45 0.12 -0.13 -0.07
O 3.032 -3.969 14.847 0.05 0.05 -0.27 -0.05
O 1.937 -1.734 19.260 0.86 -0.32 -0.74 -0.03
O 5.804 -2.598 14.482 0.01 0.49 0.09 -0.05
O 10.165 -4.243 18.892 -0.36 -0.45 0.87 -0.05
O 8.243 -4.663 13.962 -0.62 -0.29 0.46 -0.04
O 8.767 0.033 19.157 0.01 0.82 0.23 -0.05
O 5.757 -5.885 15.377 -0.65 -0.25 -0.29 -0.05
O 9.412 1.420 15.752 0.59 0.25 0.64 -0.05
O 11.082 1.335 18.154 0.02 -0.10 0.07 -0.05
O 4.823 -0.589 16.420 0.28 0.68 -0.29 -0.07
O 6.376 1.567 19.335 0.03 0.28 0.07 -0.06
O 10.743 -5.140 15.314 -0.11 0.79 -0.24 -0.06
O 6.584 1.591 16.599 -0.43 -0.05 -0.29 -0.05
H 4.139 -5.205 18.972 -0.28 -0.30 0.64 0.02
H 5.490 -7.307 16.945 0.06 -0.14 0.14 0.01
H 6.152 -7.476 18.318 -0.19 0.06 0.06 0.04
H 8.699 -2.643 17.092 0.35 0.02 -0.61 0.03
H 7.841 -5.067 21.965 -0.49 -0.96 -0.20 0.04
H 2.869 -2.835 20.275 -0.16 0.76 -0.27 -0.01
H 9.392 0.836 21.862 -0.14 0.35 -0.09 0.02
H 9.505 -4.377 19.604 0.56 0.30 -0.50 0.04
H 8.824 0.465 23.197 -0.44 0.27 0.19 0.00
H 6.839 -2.541 19.368 -0.21 0.19 -0.46 0.03
H 11.366 -0.399 20.198 -0.14 -0.32 -0.18 0.01
H 4.546 0.964 19.014 -0.07 -0.52 -0.13 0.01
H 2.584 -1.006 19.205 0.19 0.51 -0.18 0.05
H 10.644 -2.987 22.869 0.16 0.60 0.26 0.06
H 8.919 -0.414 25.465 -0.22 -0.25 0.11 0.08
H 6.121 3.180 22.900 0.18 0.08 0.09 0.06
H 9.060 -0.213 20.055 0.10 -0.32 -0.38 0.03
H 10.319 -5.950 15.577 -0.23 -0.76 0.38 0.00
H 6.368 -2.664 23.681 0.51 -0.07 0.31 0.05
H 5.236 -4.922 16.741 -0.43 0.53 0.26 0.03
H 11.736 -2.640 18.817 -0.16 -0.22 0.01 0.03
H 5.266 -5.885 14.533 0.43 0.10 0.58 0.09
H 3.305 -4.141 20.776 0.45 -0.85 0.03 0.00
H 10.376 -1.680 23.679 0.10 -0.07 -0.06 0.02
H 9.406 2.386 15.757 -0.24 -0.10 -0.25 0.08
H 5.189 -1.139 15.723 0.21 -0.31 -0.12 0.01
H 8.286 -1.391 24.343 0.13 0.75 0.78 0.05
H 8.999 -4.903 14.517 0.21 -0.02 -0.07 -0.01
H 9.787 -3.581 18.309 -0.04 0.11 -0.24 -0.02
H 7.809 -1.057 14.754 0.50 0.17 -0.33 0.04
H 4.284 -0.059 17.859 -0.26 0.06 0.46 -0.01
H 10.424 0.845 18.672 -0.37 -0.15 -0.26 0.00
H 1.914 -2.909 18.035 0.01 -0.44 -0.16 0.03
H 4.156 -0.006 22.016 0.11 -0.01 -0.08 0.06
H 8.641 -4.151 13.266 0.13 0.35 -0.49 0.05
H 11.012 -1.110 21.505 -0.33 0.65 -0.06 0.04
H 6.073 -1.380 21.229 -0.12 0.46 0.19 0.02
H 5.360 0.243 16.392 -0.10 -0.42 -0.17 0.03
H 7.860 -7.559 16.543 0.41 0.31 0.29 0.04
H 2.550 -3.765 15.660 -0.05 0.02 0.34 0.00
H 12.361 -1.434 18.082 -0.10 -0.09 -0.03 0.06
H 6.462 1.760 17.552 0.29 -0.04 -0.19 0.01
H 7.298 1.271 19.317 0.26 -0.49 0.01 0.03
H 1.191 -1.446 19.752 -0.97 0.59 0.63 0.07
H 7.461 -3.587 21.865 -0.97 0.72 -0.65 -0.01
H 6.696 -5.935 15.175 0.34 0.19 -0.30 0.03
H 9.400 -2.158 15.771 -0.08 -0.29 0.42 0.04
H 6.400 -2.940 17.944 -0.22 0.07 0.03 0.02
H 7.458 1.211 16.439 0.10 0.25 0.31 0.02
H 5.167 -2.591 21.322 -0.42 -0.25 -0.47 0.02
H 5.412 0.888 22.222 0.03 -0.18 -0.09 0.02
H 6.307 2.024 20.177 -0.14 0.33 0.34 0.03
H 6.433 -3.298 14.688 0.12 -0.26 -0.05 0.01
H 4.133 -3.924 17.268 -0.79 0.29 -0.41 0.01
H 2.427 -3.719 14.139 0.17 0.00 -0.02 0.06
H 7.297 2.172 22.498 -0.48 0.18 -0.17 0.03
H 9.007 -0.084 14.921 -0.02 0.58 0.00 -0.01
H 8.861 -6.821 17.481 -0.04 -0.02 0.05 0.05
H 7.633 -3.535 23.929 -0.39 0.27 -0.03 0.03
H 8.234 -0.676 18.795 -0.30 -0.60 -0.13 0.03
H 10.114 1.232 16.408 -0.22 -0.03 -0.08 0.04
H 2.749 -5.760 19.192 0.29 -0.07 0.31 0.05
H 1.138 -4.146 17.468 0.36 0.18 0.05 0.07
H 10.276 -4.446 15.816 0.33 0.01 0.19 0.00
H 4.933 -2.911 14.757 -0.12 -0.39 -0.13 0.01
H 11.661 1.714 18.818 0.21 0.22 -0.07 0.05
```
Positions in Å, forces in eV/Å.

Summary:
Total charge = 0
Frontier orbital gap = 0.3847 Ha
Max |F| = 1.59 eV/Å
2S+1 = 1
E_LUMO = -0.11 eV
Total energy = -2522.70085 a.u.
Energy relative to the best compared isomer or geometry (same formula, charge and spin) = 0.0 kcal per mole


DFT (ωB97M-V/def2-TZVPD) results for 2 unconnected molecules or ions with the total composition H6N2 in a non-equilibrium geometry.

```
8
Properties=species:S:1:pos:R:3:forces:R:3:nbo_charge:R:1
N 1.420 -1.413 0.229 0.53 -0.39 0.24 -1.06
N -1.428 1.360 -0.479 -2.66 0.01 1.19 -1.03
H -0.621 1.139 0.047 1.16 -1.02 0.61 0.34
H 0.858 -0.668 0.613 -0.34 -0.10 0.12 0.35
H 2.373 -1.188 0.522 -0.25 -0.27 -0.15 0.35
H -1.458 2.340 -0.249 -0.18 0.93 -0.53 0.34
H 1.164 -2.304 0.674 0.09 0.72 -0.19 0.36
H -2.256 1.048 0.138 1.65 0.10 -1.28 0.35
```
Positions in Å, forces in eV/Å.

Summary:
Total charge = 0
Frontier orbital gap = 0.4106 Ha
SMILES string = N.N
Max |F| = 2.91 eV/Å
2S+1 = 1
E_LUMO = 0.98 eV
Total energy = -113.09152 a.u.
Energy relative to the best compared isomer or geometry (same formula, charge and spin) = 8.0 kcal per mole


DFT (ωB97M-V/def2-TZVPD) results for 2 unconnected molecules or ions with the total composition H6N2.

```
8
Properties=species:S:1:pos:R:3:forces:R:3:nbo_charge:R:1
N -0.655 -1.316 0.959 0.50 0.25 0.19 -1.06
N 0.155 1.072 -1.081 0.45 0.17 0.11 -1.07
H 0.068 1.669 -0.252 0.12 -0.25 -0.42 0.36
H -0.210 -1.532 1.857 -0.20 0.09 -0.43 0.35
H 0.802 0.316 -0.837 -0.26 0.46 -0.12 0.35
H 0.026 -1.540 0.227 -0.40 0.09 0.36 0.35
H -0.798 -0.302 0.933 0.02 -0.55 -0.07 0.36
H 0.612 1.634 -1.806 -0.23 -0.26 0.37 0.36
```
Positions in Å, forces in eV/Å.

Summary:
Total charge = 0
Frontier orbital gap = 0.4069 Ha
SMILES string = N.N
Max |F| = 0.59 eV/Å
2S+1 = 1
E_LUMO = 0.97 eV
Total energy = -113.09945 a.u.
Energy relative to the best compared isomer or geometry (same formula, charge and spin) = 3.0 kcal per mole


DFT (ωB97M-V/def2-TZVPD) results for 2 unconnected molecules or ions with the total composition H6N2O3.

```
11
Properties=species:S:1:pos:R:3:forces:R:3:nbo_charge:R:1
O 1.285 0.108 -0.294 -0.75 0.09 -0.07 -0.05
O 2.656 0.254 -0.454 0.37 0.46 -0.44 -0.42
O 0.583 1.358 -0.459 0.78 -0.02 0.35 -0.46
N -1.208 -1.334 0.179 0.20 -0.39 -0.17 -0.67
N -1.894 -0.114 0.427 0.43 0.81 0.16 -0.68
H -1.244 0.694 0.416 -0.59 -0.70 0.15 0.34
H 3.005 0.516 0.415 -0.38 0.04 0.08 0.46
H 0.456 1.479 -1.415 0.27 -0.44 -0.02 0.47
H -1.022 -1.390 -0.818 -0.12 -0.04 0.23 0.34
H -0.307 -1.391 0.653 -0.21 0.16 -0.11 0.33
H -2.309 -0.180 1.350 -0.01 0.02 -0.17 0.34
```
Positions in Å, forces in eV/Å.

Summary:
Total charge = 0
Frontier orbital gap = 0.3548 Ha
SMILES string = OOO.NN
Max |F| = 0.93 eV/Å
2S+1 = 1
E_LUMO = 0.67 eV
Total energy = -338.59463 a.u.
Energy relative to the best compared isomer or geometry (same formula, charge and spin) = 39.6 kcal per mole


DFT (ωB97M-V/def2-TZVPD) results for a single H6N2O3P2 molecule in a non-equilibrium geometry.

```
13
Properties=species:S:1:pos:R:3:forces:R:3:nbo_charge:R:1
P -1.258 -1.869 -0.877 2.83 -0.82 0.24 1.13
P 0.195 -1.057 1.824 -1.49 0.09 -2.00 1.17
O -0.856 -0.541 -1.760 -1.08 -0.64 -0.33 -0.68
O 1.442 -0.101 1.406 1.29 2.21 -1.05 -0.68
O -0.029 -1.837 0.338 -1.16 0.12 -0.21 -1.12
N -1.565 0.644 -1.296 0.77 -0.02 -1.09 -0.50
N 1.075 1.186 0.772 -1.40 -0.46 1.54 -0.54
H 1.094 -2.010 2.208 0.71 -0.72 0.70 -0.10
H -0.378 -2.793 -1.739 -1.30 1.11 0.96 -0.07
H 1.510 1.323 -0.105 0.76 -1.30 -1.44 0.35
H -0.922 0.840 -0.579 0.73 1.43 1.50 0.35
H -2.419 0.410 -0.819 -0.69 -0.75 0.03 0.33
H 1.526 1.938 1.273 0.03 -0.24 1.14 0.35
```
Positions in Å, forces in eV/Å.

Summary:
Total charge = 0
Frontier orbital gap = 0.3648 Ha
SMILES string = NOPOPON
Max |F| = 2.96 eV/Å
2S+1 = 1
E_LUMO = 0.79 eV
Total energy = -1021.43318 a.u.
Energy relative to the best compared isomer or geometry (same formula, charge and spin) = 0.0 kcal per mole


DFT (ωB97M-V/def2-TZVPD) results for 3 unconnected molecules or ions with the total composition H6O3.

```
9
Properties=species:S:1:pos:R:3:forces:R:3:nbo_charge:R:1
O 10.755 -22.918 -14.000 0.23 0.05 0.03 -0.94
O 14.507 -18.159 -19.414 -0.06 0.22 -0.07 -0.94
O 12.515 -21.537 -18.628 0.06 0.25 -0.13 -0.94
H 10.045 -22.311 -14.208 -0.17 0.20 -0.01 0.47
H 14.186 -19.050 -19.272 -0.22 -0.30 0.06 0.48
H 10.437 -23.771 -14.297 -0.06 -0.25 -0.04 0.47
H 15.450 -18.217 -19.261 0.23 0.03 0.03 0.46
H 12.789 -22.363 -19.027 0.08 -0.20 -0.15 0.47
H 12.210 -21.783 -17.755 -0.08 0.00 0.28 0.47
```
Positions in Å, forces in eV/Å.

Summary:
Total charge = 0
Frontier orbital gap = 0.4341 Ha
SMILES string = O.O.O
Max |F| = 0.38 eV/Å
2S+1 = 1
E_LUMO = 0.54 eV
Total energy = -229.30416 a.u.
Energy relative to the best compared isomer or geometry (same formula, charge and spin) = 13.1 kcal per mole


DFT (ωB97M-V/def2-TZVPD) results for a molecular structure, H6O3 in a non-equilibrium geometry.

```
9
Properties=species:S:1:pos:R:3:forces:R:3:nbo_charge:R:1
O -0.831 -0.441 -1.042 1.03 2.08 4.79 -1.14
O -0.061 1.516 0.172 -0.33 -0.20 0.80 -0.86
O 0.934 -0.984 0.849 -0.93 0.13 -0.90 -1.03
H -0.506 0.611 -0.578 -0.55 -1.94 -2.32 0.51
H 1.211 -1.860 1.105 0.18 -0.19 0.19 0.48
H 0.590 0.932 0.633 -0.20 0.21 0.04 0.54
H 0.246 -1.113 0.107 0.71 0.25 0.63 0.52
H -1.011 -0.823 -1.840 -0.53 -0.59 -3.25 0.48
H -0.858 1.524 0.741 0.63 0.24 0.02 0.50
```
Positions in Å, forces in eV/Å.

Summary:
Total charge = 0
Frontier orbital gap = 0.4087 Ha
Max |F| = 5.32 eV/Å
2S+1 = 1
E_LUMO = 0.80 eV
Total energy = -229.28166 a.u.
Energy relative to the best compared isomer or geometry (same formula, charge and spin) = 27.2 kcal per mole


> Number 7 is which compound?

H6O3